No. 1
The following is a quantum chemistry calculation of an isolated ion of composition C4H10N4 and charge +2 in a non-equilibrium geometry, from OMol25.

```
! RIJCOSX wB97M-V def2-TZVPD def2/J DEFGRID3
* xyz 2 1
C 0.944 -1.417 -0.025
C 0.876 0.132 -0.040
N 1.683 0.865 1.025
C 0.397 0.971 -1.145
N -0.529 0.680 -0.048
N -1.720 0.164 -0.114
C -2.868 0.210 0.036
N -4.126 0.121 0.244
H 1.535 -1.759 -0.795
H -0.118 -1.796 -0.045
H 1.363 -1.810 0.888
H 2.011 1.707 0.574
H 2.613 0.447 1.203
H 1.199 0.926 1.966
H 0.232 0.465 -2.071
H 0.614 2.068 -1.306
H -4.588 0.333 1.169
H -4.706 0.401 -0.561
*
```

Output
Relative energy (zero: lowest compared OMol25 entry of this formula, charge and spin) (kcal/mol): 89.4
Frontier orbital gap (eV): 10.67
Energy (eV): -10249.464
SMILES string: C[C@@]1([NH3+])CN1N=C=[NH2+]
HOMO level (eV): -18.07

=====

No. 2
The following is a quantum chemistry calculation of one molecule with the formula C7H11FN2O3S in a non-equilibrium geometry, from OMol25.

```
! RIJCOSX wB97M-V def2-TZVPD def2/J DEFGRID3
* xyz 0 3
C -0.232 -1.981 -0.569
C 0.952 -0.030 -0.033
C -0.362 0.709 0.075
C -1.257 0.236 1.002
C 3.348 -0.082 -0.406
C 2.314 0.652 0.278
C -2.675 0.787 1.143
N 0.984 -1.255 -0.441
N -1.352 -1.795 -0.088
O -4.498 -1.145 0.117
O -4.552 1.227 -0.392
O -2.742 -0.114 -1.329
F -0.840 -0.468 2.065
S -3.607 -0.069 -0.161
H 0.109 -2.956 -1.190
H -0.590 1.509 -0.596
H -5.439 1.001 -0.523
H 3.169 -0.106 -1.538
H 3.340 -1.036 -0.078
H 4.360 0.463 -0.131
H 2.297 1.669 -0.194
H 2.305 0.814 1.409
H -2.601 1.835 1.003
H -3.229 0.595 2.120
H -2.022 -2.504 -0.391
*
```

Output
<S²>: 2.01
Frontier orbital gap (spin up / spin down) (eV): 6.07 / 7.63
Energy (eV): -30105.531
HOMO level (spin up / spin down) (eV): -5.57 / -9.71

=====

No. 3
The following is a quantum chemistry calculation of C2H4LiOPt as an isolated structure in a non-equilibrium geometry, from OMol25.

```
! RIJCOSX wB97M-V def2-TZVPD def2/J DEFGRID3
* xyz 0 4
O -1.055 -0.509 0.604
Li -2.850 0.081 0.872
C 0.037 0.251 0.517
C 0.951 0.173 -0.504
H 0.233 0.912 1.374
H 0.846 -0.610 -1.263
H 1.195 1.487 -1.853
Pt -1.337 -2.268 0.547
H 1.979 0.483 -0.294
*
```

Output
Relative energy (zero: lowest compared OMol25 entry of this formula, charge and spin) (kcal/mol): 47.1
<S²>: 3.79
Frontier orbital gap (spin up / spin down) (eV): 4.45 / 6.31
Energy (eV): -7630.069
HOMO level (spin up / spin down) (eV): -5.56 / -7.78

=====

No. 4
The following is a quantum chemistry calculation of a 4-piece molecular cluster, C25H23F3N2O11S overall in a non-equilibrium geometry, from OMol25.

```
! RIJCOSX wB97M-V def2-TZVPD def2/J DEFGRID3
* xyz 0 1
C 0.583 -4.403 -5.228
C -0.639 -3.663 -4.425
O -0.243 -2.509 -3.605
C 0.723 -2.866 -2.555
N 0.350 -2.433 -1.157
C 1.252 -1.368 -0.593
C 2.779 -1.868 -0.133
C 3.909 -0.887 0.535
C 3.557 0.731 0.774
C 2.052 1.262 0.275
C 0.924 0.222 -0.393
S -0.798 0.882 -0.896
C -1.856 -0.705 -0.825
C -3.497 -0.534 -0.591
C -4.465 -1.862 -0.558
C -3.756 -3.337 -0.760
C -2.122 -3.493 -0.943
O -1.493 -4.825 -1.114
C -1.629 -5.648 0.098
N -1.834 -6.265 1.243
C -1.118 -2.156 -0.980
H 0.784 -5.429 -4.652
H 0.298 -4.738 -6.338
H 1.608 -3.827 -5.203
H -1.307 -4.430 -3.803
H -1.376 -3.234 -5.261
H 1.764 -2.336 -2.799
H 0.948 -4.037 -2.488
H 3.057 -3.013 -0.305
H 4.978 -1.221 0.895
H 4.342 1.454 1.265
H 1.814 2.418 0.414
H -3.973 0.546 -0.452
H -5.630 -1.848 -0.423
H -4.376 -4.358 -0.787
O -4.074 5.759 -4.160
C -3.515 4.696 -3.947
O -2.488 4.204 -4.704
C -2.039 3.031 -4.055
C -3.233 2.624 -3.261
F -2.863 2.008 -2.115
O -3.842 3.851 -2.929
H -1.175 3.272 -3.427
H -1.743 2.269 -4.781
H -3.944 1.997 -3.809
O 2.330 4.142 1.895
C 1.328 4.056 2.586
O 0.933 5.006 3.488
C -0.327 4.593 3.977
C -0.304 3.123 3.731
F -1.547 2.658 3.472
O 0.470 2.997 2.560
H -1.118 5.104 3.417
H -0.435 4.836 5.037
H 0.152 2.540 4.538
O 1.778 2.938 5.989
C 2.415 1.922 5.767
O 3.778 1.836 5.855
C 4.106 0.476 5.654
C 2.929 -0.032 4.893
F 2.693 -1.331 5.181
O 1.858 0.736 5.393
H 4.227 -0.016 6.625
H 5.039 0.377 5.092
H 3.004 0.103 3.809
*
```

Output
Frontier orbital gap (eV): 7.44
Energy (eV): -70767.146
SMILES string: CCOCN1c2ccccc2Sc2cccc(OC#N)c21.O=C1OC[C@@H](F)O1.O=C1OC[C@@H](F)O1.O=C1OC[C@@H](F)O1
HOMO level (eV): -7.97

=====

No. 5
The following is a quantum chemistry calculation of a 2-piece molecular cluster, C3H7O2 overall, from OMol25.

```
! RIJCOSX wB97M-V def2-TZVPD def2/J DEFGRID3
* xyz -1 1
C 0.544 1.630 1.465
O 0.845 0.323 1.096
H -0.488 1.741 1.834
H 1.199 1.921 2.291
H 0.699 2.334 0.635
O 0.520 -2.743 -1.380
C -0.396 -1.955 -1.050
C -0.581 -0.626 -1.406
H -1.196 -2.342 -0.360
H 0.026 -0.203 -2.204
H 0.342 0.031 0.277
H -1.515 -0.111 -1.199
*
```

Output
Relative energy (zero: lowest compared OMol25 entry of this formula, charge and spin) (kcal/mol): 42.8
Frontier orbital gap (eV): 6.67
Energy (eV): -7319.098
HOMO level (eV): -2.67

=====

No. 6
The following is a quantum chemistry calculation of a 2-piece molecular cluster, C16H29B2Cl4F9NO11P2S overall in a non-equilibrium geometry, from OMol25.

```
! RIJCOSX wB97M-V def2-TZVPD def2/J DEFGRID3
* xyz -1 1
C -1.444 1.369 -3.832
C -0.584 2.741 -3.671
O 0.645 2.353 -3.019
C 1.038 3.264 -1.968
C 1.761 2.454 -0.792
B 0.859 1.267 -0.099
C -0.179 2.105 0.876
C -1.572 2.484 0.138
O -1.789 3.947 0.260
C -2.229 4.274 1.565
O -3.459 4.405 1.746
O 1.678 0.452 0.861
C 1.331 -0.958 0.785
C 0.208 -1.229 1.900
C -1.304 -1.115 1.418
C -2.312 -2.160 2.146
F -1.669 -3.413 2.121
F -3.453 -2.209 1.270
C -2.740 -1.624 3.579
F -1.708 -0.959 4.287
F -3.723 -0.615 3.345
S -3.507 -2.868 4.757
F -2.105 -3.739 4.931
F -4.110 -3.834 3.556
F -4.946 -1.981 4.796
F -3.000 -1.903 6.052
F -4.207 -3.902 5.863
B 2.599 -1.829 1.376
O 3.609 -1.285 2.230
O 2.670 -3.233 1.050
C 3.248 -4.018 2.114
C 2.430 -4.002 3.488
C 0.980 -1.082 -0.781
P 2.578 -0.758 -1.823
N 2.073 -0.451 -3.508
O 3.588 -2.148 -1.844
P 0.179 -2.642 -1.461
O 0.104 -3.779 -0.429
O -1.445 -2.368 -1.991
O 0.987 -3.284 -2.833
O 0.301 0.187 -0.961
H -2.516 1.554 -4.161
H -1.376 0.856 -2.803
H -0.852 0.699 -4.554
H -1.244 3.449 -3.071
H -0.326 3.142 -4.714
H 1.822 4.007 -2.385
H 0.193 3.889 -1.529
H 2.112 3.245 -0.025
H 2.736 2.024 -1.233
H -0.344 1.531 1.867
H 0.272 3.115 1.205
H -2.479 1.936 0.550
H -1.422 2.302 -0.980
H -1.438 4.384 2.377
H 0.481 -2.211 2.421
H 0.360 -0.416 2.703
H -1.490 -1.248 0.307
H -1.731 -0.078 1.686
H 3.885 -0.396 1.924
H 3.291 -5.120 1.778
H 4.342 -3.743 2.347
H 2.790 -3.146 4.165
H 1.304 -4.007 3.326
H 2.671 -4.974 4.062
H 2.437 0.494 -3.699
H 2.549 -1.120 -4.133
H 3.150 -2.936 -1.448
H -1.430 -2.446 -2.976
H 0.522 -4.122 -3.076
C 0.070 6.284 -5.484
Cl 0.054 6.125 -3.718
Cl -0.577 4.803 -6.221
Cl -0.933 7.671 -5.964
Cl 1.738 6.540 -6.041
*
```

Output
Frontier orbital gap (eV): 6.09
Energy (eV): -146388.766
HOMO level (eV): -5.14

=====

No. 7
The following is a quantum chemistry calculation of an isolated ion of composition C5H9N2S2 and charge +1 in a non-equilibrium geometry, from OMol25.

```
! RIJCOSX wB97M-V def2-TZVPD def2/J DEFGRID3
* xyz 1 1
C -1.053 1.946 -0.178
C 0.987 0.701 -0.422
C -0.818 -0.920 -0.013
C 2.378 1.031 -0.601
C -0.942 -1.772 1.192
N 0.162 1.670 -0.682
N 0.557 -0.535 -0.053
S -1.829 1.088 0.999
S -1.542 -1.093 -1.591
H -1.481 2.962 -0.588
H 2.992 0.431 0.072
H 2.597 2.046 -0.386
H 2.485 1.039 -1.589
H -1.869 -1.514 1.776
H -0.125 -1.757 1.765
H -0.973 -2.757 0.783
H 1.173 -1.028 0.601
H -2.700 -1.537 -1.084
*
```

Output
Relative energy (zero: lowest compared OMol25 entry of this formula, charge and spin) (kcal/mol): 77.1
Frontier orbital gap (spin up / spin down) (eV): 7.77 / 7.77
Energy (eV): -29972.300
HOMO level (spin up / spin down) (eV): -13.42 / -13.42

=====

No. 8
The following is a quantum chemistry calculation of C23H32FFeN7OS3 as an isolated structure in a non-equilibrium geometry, from OMol25.

```
! RIJCOSX wB97M-V def2-TZVPD def2/J DEFGRID3
* xyz 1 2
Fe -0.255 -0.089 -0.152
S 0.131 0.075 2.022
C 1.690 -0.798 2.050
N 2.131 -1.398 3.123
N 1.443 -1.290 4.213
C 1.626 -2.163 5.294
C 2.596 -3.164 5.265
C 2.682 -4.059 6.317
C 1.818 -3.963 7.401
C 0.879 -2.942 7.440
C 0.784 -2.040 6.395
N 2.432 -0.902 0.941
N 1.948 -0.551 -0.164
C 2.868 -0.461 -1.216
C 4.253 -0.421 -0.984
C 5.130 -0.350 -2.046
C 4.653 -0.329 -3.352
C 3.285 -0.370 -3.585
C 2.393 -0.428 -2.529
H 0.667 -0.636 4.243
H 3.266 -3.220 4.419
H 3.430 -4.840 6.294
H 1.881 -4.676 8.212
H 0.217 -2.848 8.290
H 0.048 -1.242 6.419
H 4.604 -0.443 0.038
H 6.195 -0.317 -1.860
H 5.343 -0.278 -4.184
H 2.911 -0.369 -4.600
H 1.328 -0.482 -2.702
F -0.420 -0.181 -1.913
C -3.501 -1.251 -4.965
C -2.460 -1.332 -3.856
N -2.926 -0.734 -2.601
C -2.982 -1.289 -1.396
S -2.826 -0.280 0.003
N -3.238 -2.577 -1.204
C -3.775 -3.560 -2.141
C -2.787 -4.675 -2.466
H -3.063 -1.598 -5.902
H -3.828 -0.221 -5.107
H -4.376 -1.864 -4.749
H -1.569 -0.781 -4.152
H -2.154 -2.358 -3.672
H -2.807 0.265 -2.556
H -3.175 -2.851 -0.238
H -4.081 -3.042 -3.045
H -4.669 -3.990 -1.689
H -1.843 -4.274 -2.836
H -3.210 -5.330 -3.228
H -2.584 -5.285 -1.584
N 0.001 3.070 0.153
C -0.106 1.967 -0.144
H 0.103 4.022 0.443
O -0.468 -2.320 0.079
S 0.154 -3.242 1.110
C -0.897 -4.744 1.058
C -0.025 -5.899 0.577
C 0.940 -5.291 -0.435
C 1.536 -4.082 0.268
H -1.691 -4.502 0.355
H -1.313 -4.892 2.054
H -0.629 -6.697 0.144
H 0.536 -6.321 1.413
H 0.402 -4.970 -1.330
H 1.714 -5.997 -0.738
H 2.011 -3.357 -0.390
H 2.238 -4.369 1.055
*
```

Output
<S²>: 0.91
Frontier orbital gap (spin up / spin down) (eV): 6.08 / 6.35
Energy (eV): -106451.792
HOMO level (spin up / spin down) (eV): -9.84 / -9.83

=====

> The lowest energy belongs to which entry?

C16H29B2Cl4F9NO11P2S